The following is a quantum chemistry calculation of one molecule with the formula C2H4 at a distorted geometry, from the OMol25 dataset.

Geometry as XYZ:
```
6
Properties=species:S:1:pos:R:3:lowdin_charge:R:1
C -0.0849 -0.0749 0.6446 -0.0831
C 0.1128 0.0469 -0.6680 -0.0795
H -0.5971 0.7378 1.1362 0.0378
H 0.2280 -0.9065 1.2591 0.0418
H -0.3627 0.8774 -1.1654 0.0412
H 0.7039 -0.6807 -1.2064 0.0418
```

## Properties
Kohn-Sham gap: 11.59 eV
SMILES string: C=C
Charge: 0
DFT total energy: -78.56403 hartree


The following is a quantum chemistry calculation of one molecule with the formula C17H20N4O3 at a distorted geometry, from the OMol25 dataset.

Geometry as XYZ:
```
44
Properties=species:S:1:pos:R:3:lowdin_charge:R:1
C -2.2153 -0.3006 -2.3211 -0.0900
C -3.0898 0.8299 -1.7962 -0.2334
C -2.9223 1.0352 -0.2834 -0.1240
C -1.5076 1.3563 0.0981 -0.1772
C -0.6824 0.6037 0.8634 -0.0344
C -0.9733 -0.7091 1.4596 -0.4516
O -0.3721 -1.1386 2.4176 0.1230
O -1.9370 -1.4133 0.8352 -0.0423
C -2.1633 -2.7394 1.3147 -0.2089
C -1.1543 -3.7153 0.7262 -0.0553
C 0.7271 1.0465 1.2266 -0.1488
C 1.7968 0.2016 0.5538 -0.1634
C 3.1098 0.3230 0.9891 -0.0265
C 4.1188 -0.4087 0.3942 -0.0137
C 3.8267 -1.2833 -0.6464 -0.3213
O 4.7857 -2.0300 -1.2565 0.0532
C 2.5138 -1.4060 -1.0877 -0.0008
C 1.5128 -0.6623 -0.4939 -0.0145
N 0.8995 2.4299 0.8580 -0.0201
N 1.9362 3.2116 1.1991 0.1087
C 1.6788 4.3447 0.5950 -0.2138
N 0.5326 4.3535 -0.1214 0.1285
C 0.0736 3.1327 0.0675 -0.3378
N -1.0874 2.5778 -0.3795 0.1713
H -2.4526 -0.5130 -3.3608 0.0743
H -1.1643 -0.0282 -2.2606 0.0659
H -2.3729 -1.2013 -1.7341 0.0679
H -2.8492 1.7509 -2.3325 0.1002
H -4.1392 0.6006 -1.9908 0.1096
H -3.2485 0.1382 0.2349 0.1097
H -3.5581 1.8685 0.0324 0.1268
H -2.0968 -2.7393 2.4071 0.1225
H -3.1809 -2.9848 1.0022 0.1242
H -0.1511 -3.4455 1.0474 0.0767
H -1.1944 -3.6917 -0.3604 0.0755
H -1.3768 -4.7216 1.0689 0.0776
H 0.8643 0.9578 2.3142 0.1619
H 3.3408 1.0065 1.7914 0.1094
H 5.1390 -0.3061 0.7401 0.1132
H 5.6441 -1.8494 -0.8545 0.1055
H 2.2983 -2.0856 -1.8968 0.1168
H 0.4986 -0.7693 -0.8481 0.1003
H 2.3205 5.1979 0.6640 0.0991
H -1.7283 3.1758 -0.8759 0.1562
```

## Properties
Kohn-Sham gap: 9.01 eV
SMILES string: CCCC1=C(C(=O)OCC)[C@@H](c2ccc(O)cc2)n2ncnc2N1
Charge: 0
DFT total energy: -1104.57985 hartree


The following is a quantum chemistry calculation of H12O8V as an isolated structure at a distorted geometry, from the OMol25 dataset.

Geometry as XYZ:
```
21
Properties=species:S:1:pos:R:3:lowdin_charge:R:1
O -0.0103 0.1547 -1.2996 -0.2796
V -0.0916 -0.2927 0.2590 0.9288
O 0.7441 0.7763 1.0959 -0.2674
O -1.7230 -1.7646 -0.3790 -0.0431
H -1.3506 -2.4451 -0.9399 0.0903
H -2.6040 -2.0779 -0.1742 0.0953
O 1.4996 -1.8600 0.6122 -0.0198
H 2.2102 -2.1292 0.0302 0.0940
H 1.8772 -1.9086 1.4904 0.0941
O -0.8617 -1.3442 2.1590 -0.0455
H -0.9275 -0.9207 3.0149 0.0952
H -1.2219 -2.2204 2.2965 0.0894
O -0.3696 3.5121 -2.1603 -0.0459
H 0.0296 4.3329 -1.8718 0.0366
H -0.4814 3.0042 -1.3567 -0.0020
O 3.2621 0.4472 -1.0836 -0.0472
H 3.9471 -0.1186 -1.4399 0.0363
H 2.7096 0.6584 -1.8362 0.0322
O -1.9184 1.1762 0.3993 -0.0252
H -1.9273 1.7508 1.1647 0.0867
H -2.7921 1.2692 0.0193 0.0970
```

## Properties
Kohn-Sham gap: 9.00 eV
Charge: +1
DFT total energy: -1552.91301 hartree


Going through the records in order, we get energy above the lowest of the compared OMol25 structures with the same formula, charge and spin values of 1.5; 56.8; 10.8 kcal per mole.
Going through the records in order, we get E_HOMO values of -10.139; -8.410; -13.536 eV.